<A>
A cluster of 2 separate species, C3H11NO in total. Source: the Open Molecules 2025 dataset; level of theory: ωB97M-V/def2-TZVPD.

Atoms and positions in Å:
C -0.8337 1.5016 -0.1666
N -1.5539 -2.0665 1.6035
H -0.4262 1.8318 -1.1356
H -0.3693 2.1861 0.5590
H -1.9152 1.6530 -0.1091
H -2.4935 -1.7420 1.4428
H -1.3531 -2.7072 0.8502
H -0.8404 -1.3436 1.5516
C 0.9617 -0.1686 0.0958
O -0.4391 0.1783 0.1433
C 1.5854 0.2715 -1.2158
H 1.4499 0.3627 0.9020
H 1.0225 -1.2520 0.2798
H 2.3362 -0.4472 -1.5615
H 0.8678 0.4404 -2.0467
H 2.0010 1.3016 -1.1927

The frontier orbital gap comes out at 0.377 hartree. The LUMO energy is 0.946 eV. The calculation puts the HOMO energy at -9.323 eV.

Electronic structure analysis, natural (NBO) charges in units of e: atom 1 (C): -0.249, atom 2 (N): -1.081, atom 3 (H): 0.165, atom 4 (H): 0.159, atom 5 (H): 0.200, atom 6 (H): 0.358, atom 7 (H): 0.347, atom 8 (H): 0.374, atom 9 (C): -0.067, atom 10 (O): -0.562, atom 11 (C): -0.661, atom 12 (H): 0.168, atom 13 (H): 0.193, atom 14 (H): 0.223, atom 15 (H): 0.221, atom 16 (H): 0.211

<B>
A cluster of 2 separate species, C3H11NO in total. Source: the Open Molecules 2025 dataset; level of theory: ωB97M-V/def2-TZVPD.

Atoms and positions in Å:
C 1.0444 -0.3576 -0.4618
C 1.5932 0.9871 0.0193
C 2.8251 0.9966 0.8766
N -0.0860 -0.2086 -1.4583
H 1.8973 -0.9423 -0.9019
H 0.5409 -1.0901 0.1790
H 1.8764 1.4030 -0.9357
H 0.8191 1.6548 0.4288
H 2.5859 0.6283 1.8985
H 3.6333 0.2680 0.5932
H 3.2243 1.9775 1.0982
H -0.4820 0.7144 -1.5129
H -0.2283 -1.1847 -1.5989
H -5.9741 -0.9873 0.9064
H -6.6925 -2.3943 0.5319
O -6.5770 -1.4647 0.3377

The frontier orbital gap comes out at 0.348 hartree. The LUMO energy is 0.998 eV. The calculation puts the HOMO energy at -8.461 eV.

Electronic structure analysis, natural (NBO) charges in units of e: atom 1 (C): -0.205, atom 2 (C): -0.424, atom 3 (C): -0.608, atom 4 (N): -0.936, atom 5 (H): 0.166, atom 6 (H): 0.173, atom 7 (H): 0.202, atom 8 (H): 0.200, atom 9 (H): 0.199, atom 10 (H): 0.209, atom 11 (H): 0.216, atom 12 (H): 0.408, atom 13 (H): 0.399, atom 14 (H): 0.480, atom 15 (H): 0.480, atom 16 (O): -0.960

Which of them is the least stable? Correct choice: <B>.

<A>
A cluster of 3 separate species, C3H11NO in total. Source: the Open Molecules 2025 dataset; level of theory: ωB97M-V/def2-TZVPD.

Atoms and positions in Å:
C 1.8099 2.3975 -2.8132
N -1.4804 1.2012 2.6738
H 2.2405 2.6773 -1.8601
H 1.5771 3.1586 -3.5369
H 1.6307 1.3421 -2.9263
H -1.2071 0.4951 1.9992
H -2.4809 1.1772 2.8477
H -1.2406 2.1274 2.3575
C -0.3448 -1.8560 0.0644
O -0.0311 -1.3222 1.2230
C 0.3046 -0.8396 -1.1191
H -1.4293 -1.7899 -0.0993
H 0.2598 -2.7630 -0.0910
H 1.2130 -0.5188 -0.6260
H -0.4505 -0.0546 -1.1366
H 0.4504 -1.3791 -2.0522

The frontier orbital gap comes out at 0.110 hartree. The LUMO energy is -4.062 eV. The calculation puts the HOMO energy at -7.043 eV.

Electronic structure analysis, natural (NBO) charges in units of e: atom 1 (C): -0.339, atom 2 (N): -1.090, atom 3 (H): 0.183, atom 4 (H): 0.187, atom 5 (H): 0.190, atom 6 (H): 0.387, atom 7 (H): 0.350, atom 8 (H): 0.347, atom 9 (C): -0.030, atom 10 (O): -0.551, atom 11 (C): -0.612, atom 12 (H): 0.161, atom 13 (H): 0.174, atom 14 (H): 0.221, atom 15 (H): 0.213, atom 16 (H): 0.210

<B>
A cluster of 2 separate species, C3H11NO in total. Source: the Open Molecules 2025 dataset; level of theory: ωB97M-V/def2-TZVPD.

Atoms and positions in Å:
N 1.4100 -0.3528 0.1649
C 0.0000 0.0000 0.0000
C 1.4545 -1.6858 0.7690
C 1.8869 -0.5551 -1.1615
H -0.0130 0.9257 -0.5996
H -0.4990 0.1979 0.9636
H -0.5698 -0.7760 -0.5384
H 1.0225 -2.4476 0.0986
H 0.8306 -1.6209 1.6763
H 2.4680 -2.0083 1.0613
H 2.9863 -0.6438 -1.1693
H 1.5989 0.3059 -1.7879
H 1.4570 -1.4703 -1.6023
O -1.2237 -2.1927 -1.0137
H -1.0201 -1.7557 -0.1559
H -0.3447 -2.3490 -1.4273

The frontier orbital gap comes out at 0.367 hartree. The LUMO energy is 0.873 eV. The calculation puts the HOMO energy at -9.107 eV.

Electronic structure analysis, natural (NBO) charges in units of e: atom 1 (N): -0.416, atom 2 (C): -0.454, atom 3 (C): -0.430, atom 4 (C): -0.410, atom 5 (H): 0.207, atom 6 (H): 0.197, atom 7 (H): 0.178, atom 8 (H): 0.153, atom 9 (H): 0.199, atom 10 (H): 0.211, atom 11 (H): 0.205, atom 12 (H): 0.201, atom 13 (H): 0.136, atom 14 (O): -0.911, atom 15 (H): 0.469, atom 16 (H): 0.466

Which of them is the least stable? Correct choice: <A>.

<A>
A cluster of 2 separate species, C2H8N2O in total. Source: the Open Molecules 2025 dataset; level of theory: ωB97M-V/def2-TZVPD.

Atoms and positions in Å:
C -0.6593 0.5672 0.1722
N -0.1643 -0.2711 -0.7662
C -1.0158 -1.1819 -1.5049
O -1.8422 0.6859 0.4249
H 0.1246 1.1275 0.6982
H 0.8344 -0.3447 -0.8427
H -1.2067 -2.0928 -0.9348
H -0.5747 -1.3984 -2.4732
H -1.9806 -0.7063 -1.6624
N 2.6940 0.3592 1.4712
H 3.2217 1.2260 1.4411
H 3.2025 -0.3156 0.9101
H 2.7448 0.0208 2.4254

The frontier orbital gap comes out at 0.374 hartree. The LUMO energy is 0.732 eV. The calculation puts the HOMO energy at -9.441 eV.

Electronic structure analysis, natural (NBO) charges in units of e: atom 1 (C): 0.518, atom 2 (N): -0.615, atom 3 (C): -0.425, atom 4 (O): -0.628, atom 5 (H): 0.130, atom 6 (H): 0.395, atom 7 (H): 0.194, atom 8 (H): 0.200, atom 9 (H): 0.228, atom 10 (N): -1.077, atom 11 (H): 0.361, atom 12 (H): 0.356, atom 13 (H): 0.363

<B>
A cluster of 2 separate species, C2H8N2O in total. Source: the Open Molecules 2025 dataset; level of theory: ωB97M-V/def2-TZVPD.

Atoms and positions in Å:
C 1.7252 0.8197 0.5852
C 1.4046 -0.6192 0.4177
N -2.0273 -0.5972 -0.4625
N -2.0638 0.5384 -1.2620
O 0.5650 -1.1993 -0.3099
H 0.9575 1.5360 0.1600
H 1.9229 1.0887 1.6337
H 2.6588 1.0398 0.0332
H 1.9689 -1.3319 0.9504
H -2.1387 -0.4991 0.5922
H -0.8007 -0.9014 -0.4434
H -1.5506 1.3774 -0.9820
H -2.6218 -1.2518 -0.9127

The frontier orbital gap (alpha / beta) comes out at 0.216 / 0.216 hartree. The LUMO energy (alpha / beta) is -0.079 / -0.079 eV. The calculation puts the HOMO energy (alpha / beta) at -5.960 / -5.960 eV.

Electronic structure analysis, natural (NBO) charges in units of e: atom 1 (C): -0.746, atom 2 (C): 0.453, atom 3 (N): -0.574, atom 4 (N): -0.922, atom 5 (O): -0.558, atom 6 (H): 0.254, atom 7 (H): 0.247, atom 8 (H): 0.263, atom 9 (H): 0.133, atom 10 (H): 0.325, atom 11 (H): 0.426, atom 12 (H): 0.296, atom 13 (H): 0.402

<C>
A cluster of 2 separate species, C2H8N2O in total. Source: the Open Molecules 2025 dataset; level of theory: ωB97M-V/def2-TZVPD.

Atoms and positions in Å:
C 0.7013 -0.3925 0.5537
N 1.4025 -0.0667 -0.6798
H 1.3109 0.9518 -0.8771
H 2.4105 -0.3103 -0.5876
H 0.9091 -1.4475 0.8249
H 1.0490 0.2622 1.3827
H -0.1824 2.2269 0.5005
N -1.4292 -1.0125 -0.5953
C -0.8298 -0.2659 0.3716
O -1.5054 0.2286 1.2626
H -2.4552 -1.0025 -0.6837
H -0.8738 -1.4940 -1.3155
H -0.5076 2.3224 -0.1572

The frontier orbital gap comes out at 0.387 hartree. The LUMO energy is 0.967 eV. The calculation puts the HOMO energy at -9.551 eV.

Electronic structure analysis, natural (NBO) charges in units of e: atom 1 (C): -0.310, atom 2 (N): -0.853, atom 3 (H): 0.367, atom 4 (H): 0.364, atom 5 (H): 0.213, atom 6 (H): 0.197, atom 7 (H): 0.009, atom 8 (N): -0.831, atom 9 (C): 0.658, atom 10 (O): -0.621, atom 11 (H): 0.410, atom 12 (H): 0.405, atom 13 (H): -0.010

Which of them is the least stable? Correct choice: <B>.

<A>
A structure of composition C6H14O3Sn. Source: the Open Molecules 2025 dataset; level of theory: ωB97M-V/def2-TZVPD.

Atoms and positions in Å:
H -3.8991 0.3265 1.8518
C -3.4783 -0.3323 1.0854
H -4.1140 -0.4609 0.2070
H -3.2116 -1.3036 1.5065
H -2.6223 1.0172 0.0832
C 3.4872 -0.0909 -2.5097
O 2.5598 0.3220 -1.5202
C 1.4111 -0.5524 -1.3166
C 0.5076 0.1247 -0.3106
O 0.7915 -0.4392 0.9837
C -0.2112 -0.3055 1.9386
C -1.2101 0.7753 1.5914
O -2.1575 0.2573 0.5812
H 4.2536 0.6852 -2.5967
H 3.9514 -1.0385 -2.2031
H 2.9748 -0.2154 -3.4745
H 1.7849 -1.5262 -0.9657
H 0.9153 -0.6616 -2.2927
H -0.5018 0.1574 -0.7452
H 0.2367 0.0151 2.8904
H -0.7084 -1.2726 2.1298
H -0.7210 1.6188 1.0943
H -1.7869 1.0911 2.4681
Sn 1.7483 1.8086 -0.4763

The frontier orbital gap comes out at 0.283 hartree. The total charge is +2. The LUMO energy is -8.254 eV. The calculation puts the HOMO energy at -15.958 eV.

Electronic structure analysis, natural (NBO) charges in units of e: atom 1 (H): 0.235, atom 2 (C): -0.263, atom 3 (H): 0.253, atom 4 (H): 0.244, atom 5 (H): 0.561, atom 6 (C): -0.264, atom 7 (O): -0.654, atom 8 (C): -0.119, atom 9 (C): -0.505, atom 10 (O): -0.518, atom 11 (C): -0.108, atom 12 (C): -0.103, atom 13 (O): -0.480, atom 14 (H): 0.238, atom 15 (H): 0.228, atom 16 (H): 0.217, atom 17 (H): 0.245, atom 18 (H): 0.222, atom 19 (H): 0.227, atom 20 (H): 0.242, atom 21 (H): 0.219, atom 22 (H): 0.217, atom 23 (H): 0.249, atom 24 (Sn): 1.417

<B>
A structure of composition C6H14O3Sn. Source: the Open Molecules 2025 dataset; level of theory: ωB97M-V/def2-TZVPD.

Atoms and positions in Å:
H -0.9226 -2.6206 -2.5083
C -1.3494 -2.0325 -1.6893
H -2.2801 -2.4484 -1.2967
H -1.5161 -0.9861 -1.9569
H -0.6248 -2.8845 -0.4563
C -0.5737 2.6782 2.9649
O -0.3509 1.5647 2.1144
C 0.0262 1.8591 0.7461
C 0.0664 0.5546 -0.0206
O 1.3861 0.4223 -0.5441
C 1.4998 -0.5547 -1.5355
C 1.1886 -1.9197 -0.9556
O -0.2090 -1.8428 -0.4716
H -0.8443 2.2851 3.9495
H 0.3468 3.2736 3.0355
H -1.3920 3.2897 2.5593
H 0.9898 2.3893 0.7625
H -0.7567 2.5187 0.3438
H -0.6502 0.6770 -0.8502
H 2.5469 -0.5916 -1.8651
H 0.8260 -0.3250 -2.3793
H 1.8637 -2.1863 -0.1384
H 1.2499 -2.7274 -1.6928
Sn -0.5204 -0.3930 1.8845

The frontier orbital gap comes out at 0.268 hartree. The total charge is +2. The LUMO energy is -8.715 eV. The calculation puts the HOMO energy at -16.003 eV.

Electronic structure analysis, natural (NBO) charges in units of e: atom 1 (H): 0.261, atom 2 (C): -0.283, atom 3 (H): 0.265, atom 4 (H): 0.254, atom 5 (H): 0.588, atom 6 (C): -0.263, atom 7 (O): -0.660, atom 8 (C): -0.127, atom 9 (C): -0.447, atom 10 (O): -0.511, atom 11 (C): -0.107, atom 12 (C): -0.111, atom 13 (O): -0.551, atom 14 (H): 0.234, atom 15 (H): 0.229, atom 16 (H): 0.223, atom 17 (H): 0.247, atom 18 (H): 0.220, atom 19 (H): 0.202, atom 20 (H): 0.262, atom 21 (H): 0.190, atom 22 (H): 0.249, atom 23 (H): 0.231, atom 24 (Sn): 1.405

Which of them is the least stable? Correct choice: <B>.